(1)
A structure of composition C42H78O21S3 at a distorted geometry, computed with ωB97M-V with the def2-TZVPD basis set.

Last column: Löwdin charge in e.
CARTESIAN COORDINATES (ANGSTROEM)
C: 1.740 -6.060 -2.503  -0.02
C: 1.675 -4.811 -1.671  -0.24
C: 2.648 -3.692 -2.172  -0.01
O: 1.792 -2.563 -2.549  -0.06
C: 0.504 -2.849 -2.358  -0.55
O: -0.338 -2.080 -2.653  0.15
O: 0.412 -4.108 -1.844  0.04
H: 2.481 -6.797 -2.196  0.09
H: 1.881 -6.106 -3.583  0.09
H: 0.742 -6.490 -2.420  0.09
H: 1.719 -4.878 -0.584  0.16
H: 3.080 -4.181 -3.045  0.15
H: 3.305 -3.257 -1.419  0.04
C: 1.784 2.767 -0.163  0.01
C: 3.138 2.411 -0.889  -0.28
C: 4.317 2.879 -0.102  -0.11
O: 5.236 1.857 -0.279  0.07
C: 4.501 0.702 -0.456  -0.47
O: 4.967 -0.435 -0.636  0.09
O: 3.199 1.076 -0.748  0.04
H: 1.613 3.825 0.037  0.12
H: 1.732 2.294 0.818  0.06
H: 0.927 2.427 -0.744  0.04
H: 3.177 2.672 -1.947  0.15
H: 4.111 2.948 0.966  0.13
H: 4.758 3.802 -0.476  0.15
C: 1.462 -1.920 0.482  -0.04
C: 0.493 -1.021 -0.301  -0.27
C: -0.995 -1.041 0.105  -0.04
O: -1.384 0.329 -0.142  0.09
C: -0.375 1.061 -0.116  -0.46
O: -0.433 2.265 -0.053  -0.19
O: 0.795 0.257 0.036  0.04
H: 1.316 -1.886 1.562  0.05
H: 2.500 -1.587 0.465  0.09
H: 1.385 -2.955 0.148  0.10
H: 0.584 -1.199 -1.373  0.09
H: -1.177 -1.419 1.111  0.10
H: -1.467 -1.734 -0.592  0.07
C: 0.239 3.336 1.958  0.02
C: -0.464 2.828 3.256  -0.40
O: -0.376 1.670 3.707  -0.18
C: -1.091 3.861 4.060  0.00
H: -0.368 4.171 1.609  0.11
H: 0.404 2.548 1.223  0.03
H: 1.281 3.477 2.246  0.11
H: -0.960 4.933 3.918  0.11
H: -0.780 3.588 5.068  0.11
H: -2.157 3.637 4.026  0.09
C: 2.141 -0.467 -2.760  -0.01
C: 1.841 0.988 -3.220  -0.35
O: 2.583 1.604 -3.987  0.05
C: 0.425 1.477 -3.057  -0.11
H: 2.021 -0.591 -1.684  0.07
H: 3.138 -0.787 -3.064  0.11
H: 1.594 -1.180 -3.377  0.10
H: 0.028 1.897 -3.981  0.06
H: 0.253 2.204 -2.263  0.07
H: -0.271 0.686 -2.778  0.07
C: 4.962 -3.425 2.416  -0.01
C: 4.054 -3.290 1.150  -0.33
O: 2.813 -3.101 1.284  -0.08
C: 4.652 -3.510 -0.237  0.01
H: 5.700 -2.685 2.728  0.08
H: 5.299 -4.461 2.451  0.08
H: 4.354 -3.467 3.319  0.07
H: 5.009 -2.534 -0.566  0.09
H: 3.831 -3.768 -0.905  -0.01
H: 5.386 -4.312 -0.309  0.11
C: -0.040 -2.813 3.637  -0.02
C: -0.897 -1.769 4.223  -0.45
O: -1.972 -2.006 4.700  0.08
C: -0.264 -0.395 4.562  -0.04
H: 0.466 -2.279 2.833  0.03
H: -0.475 -3.732 3.244  0.09
H: 0.821 -2.968 4.288  0.11
H: -0.349 0.241 3.681  -0.01
H: 0.797 -0.542 4.766  0.10
H: -0.792 -0.019 5.439  0.12
C: 4.037 -0.035 1.969  0.01
C: 2.902 0.727 2.593  -0.30
O: 2.991 1.901 3.052  0.03
C: 1.507 -0.030 2.706  -0.01
H: 4.584 -0.576 2.742  0.11
H: 4.728 0.649 1.476  0.08
H: 3.611 -0.792 1.310  0.05
H: 1.093 0.054 1.701  0.08
H: 0.839 0.478 3.402  0.02
H: 1.419 -1.049 3.082  0.06
C: -3.527 -2.553 1.450  -0.02
C: -2.325 -3.099 0.700  -0.43
O: -1.365 -3.238 1.366  0.05
C: -2.327 -3.509 -0.826  0.04
H: -3.374 -2.274 2.492  0.06
H: -4.406 -3.181 1.301  0.12
H: -3.773 -1.605 0.973  0.01
H: -2.411 -2.562 -1.359  0.02
H: -3.187 -4.132 -1.071  0.11
H: -1.397 -4.055 -0.989  0.08
C: -4.425 0.974 -2.817  -0.21
C: -4.063 -0.378 -2.228  -0.22
C: -2.646 -0.794 -2.392  -0.20
S: -2.255 -0.007 -4.032  0.86
O: -2.121 -0.901 -5.163  -0.31
O: -1.134 0.984 -3.970  -0.48
C: -3.795 1.055 -4.176  -0.18
H: -3.987 1.797 -2.251  0.07
H: -5.474 1.256 -2.724  0.13
H: -4.749 -1.103 -2.666  0.14
H: -4.292 -0.425 -1.164  -0.06
H: -2.387 -1.850 -2.451  0.06
H: -1.964 -0.394 -1.642  0.07
H: -4.513 0.549 -4.821  0.11
H: -3.490 1.967 -4.689  0.06
C: -1.052 3.629 -0.996  -0.31
C: -1.425 5.096 -1.243  -0.18
C: -1.603 5.452 -2.753  -0.19
S: -1.602 3.862 -3.624  0.85
O: -0.298 3.564 -4.249  -0.31
O: -2.875 3.707 -4.423  -0.38
C: -1.853 2.865 -2.043  -0.16
H: -1.229 3.160 -0.028  0.03
H: 0.007 3.498 -1.217  0.10
H: -0.595 5.635 -0.786  0.11
H: -2.341 5.237 -0.670  0.11
H: -0.852 6.196 -3.017  0.11
H: -2.670 5.666 -2.800  0.09
H: -1.531 1.849 -2.273  0.06
H: -2.830 2.778 -1.567  0.09
C: -2.744 2.181 2.327  -0.17
C: -2.109 0.841 2.729  -0.17
C: -2.932 -0.359 2.304  -0.21
S: -4.290 0.334 1.280  0.87
O: -5.454 0.523 2.177  -0.28
O: -4.352 -0.467 0.055  -0.31
C: -3.491 1.933 1.058  -0.18
H: -2.023 2.997 2.375  0.08
H: -3.526 2.431 3.044  0.13
H: -1.627 0.934 3.703  0.08
H: -1.097 0.726 2.341  0.11
H: -3.338 -1.013 3.075  0.09
H: -2.185 -0.993 1.827  0.05
H: -4.322 2.618 0.891  0.13
H: -2.727 1.725 0.309  0.08

Calculated values
- Orbital gap: 7.8 eV
- Lowest unoccupied orbital energy: 0.006 hartree
- DFT total energy: -120282.812 eV
- Total charge: 0
- 2S+1: 1

=====

(2)
A structure of composition C20H30LiO10 at a distorted geometry, computed with ωB97M-V with the def2-TZVPD basis set.

Last column: Löwdin charge in e.
CARTESIAN COORDINATES (ANGSTROEM)
Li: 0.142 0.177 -0.327  0.88
O: -1.905 0.715 -3.344  0.08
C: -2.355 0.754 -4.473  -0.40
O: -2.528 -0.339 -5.336  0.01
C: -3.017 0.051 -6.563  -0.17
C: -3.666 1.438 -6.305  -0.15
C: -2.970 2.004 -5.101  -0.09
H: -3.636 -0.758 -6.954  0.13
H: -2.204 0.088 -7.289  0.12
H: -4.706 1.497 -5.984  0.11
H: -3.714 2.185 -7.096  0.12
H: -3.617 2.431 -4.335  0.13
H: -2.211 2.726 -5.402  0.13
O: 3.183 -0.983 0.394  0.11
C: 3.959 -1.021 1.292  -0.49
O: 4.515 -2.250 1.622  0.01
C: 5.260 -2.163 2.873  -0.14
C: 5.549 -0.698 2.958  -0.17
C: 4.540 0.032 2.124  -0.08
H: 6.165 -2.759 2.758  0.13
H: 4.708 -2.517 3.744  0.12
H: 6.591 -0.570 2.664  0.13
H: 5.402 -0.347 3.979  0.12
H: 4.979 0.735 1.417  0.14
H: 3.713 0.511 2.649  0.14
O: -0.523 -3.555 -0.419  0.10
C: -0.095 -4.546 -0.942  -0.54
O: -0.927 -5.334 -1.588  0.04
C: -0.242 -6.486 -2.092  -0.14
C: 1.258 -6.120 -2.146  -0.12
C: 1.244 -5.177 -0.953  -0.09
H: -0.657 -6.815 -3.045  0.13
H: -0.499 -7.210 -1.319  0.13
H: 1.482 -5.542 -3.043  0.12
H: 1.817 -7.044 -2.003  0.12
H: 2.028 -4.441 -1.130  0.13
H: 1.390 -5.712 -0.014  0.14
O: 1.166 3.385 -0.382  0.12
C: 0.982 4.501 -0.066  -0.51
O: 1.874 5.186 0.682  0.04
C: 1.365 6.478 1.061  -0.14
C: -0.098 6.383 0.689  -0.17
C: -0.234 5.362 -0.446  -0.05
H: 1.843 7.213 0.414  0.12
H: 1.556 6.854 2.066  0.13
H: -0.445 7.395 0.481  0.12
H: -0.707 5.988 1.502  0.12
H: -0.103 5.749 -1.457  0.13
H: -1.158 4.786 -0.399  0.12
O: -0.946 0.464 2.896  0.01
C: -1.931 0.282 3.678  -0.51
O: -2.433 1.239 4.386  0.08
C: -3.489 0.690 5.193  -0.16
C: -3.248 -0.744 5.255  -0.15
C: -2.614 -1.000 3.853  -0.05
H: -4.393 0.975 4.655  0.14
H: -3.636 1.146 6.172  0.14
H: -4.156 -1.309 5.461  0.13
H: -2.579 -1.064 6.054  0.13
H: -3.324 -1.261 3.068  0.14
H: -1.744 -1.655 3.910  0.13

Calculated values
- Orbital gap: 9.5 eV
- Lowest unoccupied orbital energy: -0.104 hartree
- DFT total energy: -41901.036 eV
- Total charge: +1
- 2S+1: 1
- Relative energy (zero: lowest compared OMol25 entry of this formula, charge and spin): 448.59 kJ/mol

=====

(3)
A cluster of 2 separate species, C4H8O in total at a distorted geometry, computed with ωB97M-V with the def2-TZVPD basis set.

Last column: Löwdin charge in e.
CARTESIAN COORDINATES (ANGSTROEM)
C: 0.227 -1.726 0.640  -0.02
C: -0.417 -0.654 0.197  -0.25
C: -1.145 -0.576 -1.112  -0.12
H: 0.680 -1.773 1.624  0.05
H: 0.204 -2.695 0.150  0.06
H: -0.352 0.262 0.770  0.06
H: -0.571 -0.704 -2.026  0.07
H: -1.817 0.276 -1.175  0.07
H: -1.869 -1.408 -1.100  0.08
C: 1.288 2.237 0.500  -0.13
O: 0.389 2.547 1.235  -0.01
H: 2.287 2.689 0.611  0.08
H: 1.095 1.524 -0.313  0.07

Calculated values
- Orbital gap: 10.5 eV
- Structure (SMILES): C=CC.C=O
- Lowest unoccupied orbital energy: 0.031 hartree
- DFT total energy: -6323.323 eV
- Total charge: 0
- 2S+1: 1
- Relative energy (zero: lowest compared OMol25 entry of this formula, charge and spin): 177.96 kJ/mol